1.
ORCA calculation (ωB97M-V with the def2-TZVPD basis set) on a cluster of 2 separate species, C5H7O3 in total.

```
! RIJCOSX wB97M-V def2-TZVPD def2/J DEFGRID3
* xyz -1 1
C -0.9649 -1.7493 -0.9984
C -1.2031 -0.6247 -0.3832
C -2.1475 0.2554 0.0337
C 0.7698 0.7388 1.1939
C 0.6963 0.8081 -0.3726
O -2.7947 0.1607 1.1001
O -2.2827 1.4546 -0.7044
O 0.3875 1.6421 -1.2450
H -0.0330 -2.1113 -1.0818
H -1.8590 -2.2201 -1.3450
H 0.9011 -0.2812 1.5218
H -0.1069 1.1110 1.6701
H 1.4970 1.4084 1.4954
H 1.3975 -0.0633 -0.5880
H -1.4580 1.7935 -1.1971
*
```

The value obtained for the frontier orbital gap is 7.0 eV. The calculation puts the highest occupied orbital energy at -3.00 eV.

2.
ORCA calculation (ωB97M-V with the def2-TZVPD basis set) on a cluster of 2 separate species, C15H21F3O7PSSi in total.

```
! RIJCOSX wB97M-V def2-TZVPD def2/J DEFGRID3
* xyz -1 1
C 3.7456 -2.3631 -0.2443
C 3.9151 -1.1657 -1.0380
C 2.8673 0.0015 -0.7105
C 3.2320 1.3481 -0.4376
P 5.0785 1.7490 -0.5340
C 5.7785 2.2136 1.1562
O 5.2718 3.1831 -1.4919
C 2.0807 2.3960 -0.0773
O 2.4051 3.6131 -0.0372
C 0.5714 1.9572 0.2627
C -0.4679 2.9830 0.8890
C -1.9170 2.3172 1.1828
O -2.5997 2.2427 -0.0885
Si -3.8549 1.0525 -0.1182
C -4.3889 0.9034 -1.9804
C -3.3338 -0.6988 0.4385
C -5.4388 1.5128 0.8464
C 0.2714 0.5981 -0.0488
C 1.3303 -0.4063 -0.6972
O 0.8843 -1.4752 -1.1940
H 3.8388 -2.2709 0.8972
H 3.4611 -3.3696 -0.7038
H 4.6960 -1.0634 -1.8566
H 5.2738 3.1279 1.6340
H 6.8708 2.5396 0.9739
H 5.8446 1.3242 1.8697
H 5.1500 2.8363 -2.4089
H -0.0739 3.5086 1.8353
H -0.6319 3.8243 0.1261
H -1.7802 1.3053 1.6881
H -2.4692 3.0155 1.9181
H -4.2785 -0.1867 -2.2966
H -5.4481 1.2837 -2.1405
H -3.6583 1.5005 -2.6402
H -4.2070 -1.4374 0.4198
H -2.7791 -0.6965 1.4343
H -2.5902 -1.0981 -0.3513
H -5.2821 1.6843 1.9711
H -6.1357 0.5936 0.7801
H -6.0018 2.3636 0.3409
H -0.7485 0.1608 0.1722
C -1.0031 -5.4787 -0.6292
F -2.3088 -5.6906 -0.3316
F -0.5038 -6.6847 -0.9950
F -0.9955 -4.7170 -1.7497
S -0.0611 -4.7043 0.7758
O -0.1785 -5.6496 1.8805
O -0.7303 -3.4325 1.0308
O 1.2993 -4.5504 0.2778
*
```

The value obtained for the frontier orbital gap is 6.6 eV. The calculation puts the highest occupied orbital energy at -5.70 eV.

3.
ORCA calculation (ωB97M-V with the def2-TZVPD basis set) on an isolated molecule of CH5N3S2.

```
! RIJCOSX wB97M-V def2-TZVPD def2/J DEFGRID3
* xyz 0 1
N -0.2331 -1.6320 1.5432
N -0.1319 -0.1352 1.3987
C -0.4281 0.4526 0.2017
S -1.4756 1.7957 0.1104
N 0.0483 -0.1195 -1.0263
S 1.6862 -0.9460 -1.2109
H 0.6676 -2.0311 1.6015
H -1.0028 -2.1540 1.0399
H -0.6655 0.3134 2.0794
H 0.1182 0.7535 -1.7783
H 2.2987 0.0142 0.0457
*
```

The value obtained for the frontier orbital gap is 8.5 eV. The calculation puts the highest occupied orbital energy at -8.72 eV.

4.
ORCA calculation (ωB97M-V with the def2-TZVPD basis set) on a structure of composition C20H18Cl3NdO3.

```
! RIJCOSX wB97M-V def2-TZVPD def2/J DEFGRID3
* xyz 0 4
C 0.6724 -1.5024 3.1414
C -0.6402 -1.7247 2.6569
C -0.5408 -2.0976 1.3009
H -1.5518 -1.6265 3.2218
C 0.8243 -2.0981 0.9503
C 1.5816 -1.7313 2.0814
H 2.6541 -1.6461 2.1332
H 0.9330 -1.2157 4.1454
H -1.3606 -2.3144 0.6405
H 1.2154 -2.2893 -0.0365
C -0.7150 2.2733 1.8357
C -0.3798 1.7831 3.1085
C 1.0245 1.6115 3.1569
H -1.0723 1.5483 3.8997
C 1.5614 1.9992 1.9078
C 0.4771 2.4016 1.0918
H 0.5370 2.7114 0.0617
H -1.7076 2.4662 1.4691
H 1.5888 1.2541 4.0007
H 2.6046 2.0057 1.6389
Nd 0.2522 0.1196 1.5458
O -0.0584 -0.0322 -2.4436
C -1.1592 -0.7993 -2.9206
C 0.1184 -0.7979 -3.6401
H -1.4355 -1.6531 -2.3093
H -1.9858 -0.2250 -3.3268
H 0.7560 -1.6690 -3.5130
H 1.0552 -1.7867 -5.9508
C 0.7893 -0.7396 -6.0305
C 0.3049 -0.0649 -4.9130
C -0.0156 1.2853 -5.0235
H -0.3625 1.8164 -4.1477
C 0.1368 1.9438 -6.2333
H -0.1093 2.9950 -6.3058
C 0.6094 1.2629 -7.3472
H 0.7294 1.7797 -8.2901
C 0.9372 -0.0813 -7.2419
H 1.3150 -0.6170 -8.1027
Cl -2.0020 -0.4845 8.2202
C -1.5195 -1.0678 6.6025
Cl -0.1337 -2.1695 6.7953
Cl -2.8842 -1.9719 5.9028
C -1.1423 0.0639 5.6884
O -1.1682 1.3030 6.1339
O -0.7354 -0.2192 4.4450
*
```

The value obtained for the frontier orbital gap (alpha / beta) is 7.8 / 7.9 eV. Its expectation value of S² is 3.75. The calculation puts the highest occupied orbital energy (alpha / beta) at -8.30 / -8.37 eV.

5.
ORCA calculation (ωB97M-V with the def2-TZVPD basis set) on a cluster of 2 separate species, C3H8BrN2 in total.

```
! RIJCOSX wB97M-V def2-TZVPD def2/J DEFGRID3
* xyz 1 1
C -0.2079 -0.8784 -0.2487
C 1.5950 1.2527 0.5595
C 0.9394 -0.4627 -0.9686
N -0.3628 -1.1210 0.9995
N 1.7479 0.4675 -0.4728
Br -3.6686 0.3980 -0.0743
H -0.9602 -1.3434 -0.8921
H 2.2691 1.9773 0.7488
H -4.8713 0.6513 -0.7428
H 0.6924 1.1932 1.1554
H 0.9991 -0.6405 -2.0451
H -1.2154 -1.3455 1.4438
H 0.4347 -0.7440 1.5580
H 2.6084 0.5956 -1.0208
*
```

The value obtained for the frontier orbital gap is 8.0 eV. The calculation puts the highest occupied orbital energy at -12.96 eV.

6.
ORCA calculation (ωB97M-V with the def2-TZVPD basis set) on a structure of composition C36H21FN5O14Ru.

```
! RIJCOSX wB97M-V def2-TZVPD def2/J DEFGRID3
* xyz -2 6
Ru -0.1086 0.8784 0.0856
O -0.2191 -1.7351 0.5704
C 0.0465 -2.5581 -0.5652
C 0.4472 -1.6509 -1.7655
O 0.6087 -2.1961 -2.8527
O 0.6034 -0.4130 -1.5062
C 1.2180 -3.4992 -0.3059
C 1.2392 -4.7789 -0.8517
C 2.2916 -5.6439 -0.5925
C 3.3448 -5.2435 0.2188
C 3.3457 -3.9612 0.7469
C 2.2954 -3.0940 0.4765
C -1.2673 -3.2918 -0.8089
C -2.0836 -3.0392 -1.9021
C -3.3353 -3.6396 -1.9985
C -3.7851 -4.4901 -1.0024
C -2.9764 -4.7394 0.1018
C -1.7323 -4.1403 0.1951
H 0.5800 -1.5818 1.0886
H 0.4218 -5.0960 -1.4857
H 2.2846 -6.6394 -1.0199
H 4.1582 -5.9239 0.4386
H 4.1612 -3.6286 1.3768
H 2.3494 -2.0877 0.8790
H -1.7379 -2.3796 -2.6858
H -3.9650 -3.4274 -2.8539
H -4.7653 -4.9458 -1.0734
H -3.3230 -5.3912 0.8946
H -1.1064 -4.3252 1.0604
O 0.8318 4.9157 -2.1993
C 0.6463 4.2407 -1.2212
O 0.4641 2.7876 -1.4661
C 0.5244 4.6357 0.1377
C 0.5209 6.0544 0.3258
C 0.3968 6.5641 1.5930
C 0.2297 5.7583 2.7064
C 0.2300 4.3478 2.5478
C 0.4817 3.7351 1.2682
O 0.7976 2.4967 1.1458
N -0.0056 3.5988 3.7093
O 0.1399 4.1624 4.8153
O -0.4020 2.4254 3.6313
N 0.4043 8.0191 1.7678
O 0.5973 8.7252 0.7885
O 0.2196 8.4745 2.8848
H 0.6256 6.7033 -0.5274
H 0.0896 6.1798 3.6860
F 1.5505 -2.2553 5.3843
C 0.5776 -1.3256 5.4706
C -0.4257 -1.3077 4.5942
N -1.4777 -0.4258 4.6851
C -2.2578 -0.1336 3.4871
C -1.3991 0.2515 2.3042
O -2.0192 0.6917 1.2923
O -0.1673 0.0794 2.3442
C -1.5082 0.5334 5.6972
O -2.4428 1.2773 5.8792
N -0.4186 0.5054 6.5500
C 0.6871 -0.3323 6.5210
O 1.5885 -0.2294 7.3287
H -0.4930 -2.0515 3.8124
H -2.9108 0.6985 3.7295
H -2.8577 -0.9973 3.1928
H -0.3894 1.2600 7.2200
N 0.6796 -0.5778 -10.1269
C 0.6761 -0.1566 -9.0560
C 0.6599 0.3789 -7.7163
C 0.7682 -0.4701 -6.6166
C 0.7154 0.0415 -5.3338
C 0.5629 1.4165 -5.1294
C 0.4715 2.2662 -6.2393
C 0.5176 1.7525 -7.5205
C 0.5303 1.9556 -3.8101
C 0.5158 2.4043 -2.7006
H 0.8917 -1.5333 -6.7759
H 0.7849 -0.6149 -4.4726
H 0.3633 3.3292 -6.0723
H 0.4440 2.4071 -8.3793
*
```

The value obtained for the frontier orbital gap (alpha / beta) is 4.2 / 7.5 eV. Its expectation value of S² is 8.80. The calculation puts the highest occupied orbital energy (alpha / beta) at -0.40 / -3.66 eV.

7.
ORCA calculation (ωB97M-V with the def2-TZVPD basis set) on an isolated molecule of C10H11NO.

```
! RIJCOSX wB97M-V def2-TZVPD def2/J DEFGRID3
* xyz 0 1
C 1.2200 3.6977 -0.2685
C 0.3446 2.4384 -0.0698
C 0.5717 1.1813 -0.2477
C 1.8462 0.6843 -1.1052
C 1.6877 -0.6672 -0.9566
C 0.4805 -1.2036 -0.3748
N 0.3288 -2.4781 -0.0039
C -1.1047 -2.6148 0.5212
C -2.1335 -1.5861 0.3343
C -1.6394 -0.1769 0.4266
O -0.7499 0.1403 1.4584
C -0.2143 0.0602 0.0261
H 1.5656 3.8592 0.7036
H 1.9912 3.5939 -1.1259
H 0.5502 4.5373 -0.6988
H -0.6186 2.8859 0.4024
H 2.5317 1.3433 -1.7509
H 2.3669 -1.3072 -1.2710
H -1.1721 -2.7542 1.6769
H -1.6893 -3.5666 0.1496
H -2.7261 -1.9369 -0.6097
H -2.9877 -1.8662 0.8484
H -2.4662 0.5559 0.3216
*
```

The value obtained for the frontier orbital gap is 8.5 eV. The calculation puts the highest occupied orbital energy at -8.51 eV.

8.
ORCA calculation (ωB97M-V with the def2-TZVPD basis set) on a cluster of 2 separate species, CH3N2P in total.

```
! RIJCOSX wB97M-V def2-TZVPD def2/J DEFGRID3
* xyz 0 1
C 3.0450 -0.1812 0.0519
N 3.8880 0.6002 0.0421
N -0.0705 0.1302 0.4345
P 0.6326 -1.3069 0.0543
H 0.1059 0.9912 -0.1147
H 0.2599 0.2416 1.3643
H 0.6197 -1.0176 -1.3204
*
```

The value obtained for the frontier orbital gap (alpha / beta) is 8.8 / 8.8 eV. The calculation puts the highest occupied orbital energy (alpha / beta) at -10.29 / -10.29 eV.

no.,molar mass (g mol⁻¹),strongest force on any atom (eV Å⁻¹)
1,115.11,3.9
2,461.45,4.8
3,123.21,5.2
4,556.96,7.4
5,152.02,5.1
6,867.65,0.7
7,161.20,5.8
8,74.02,3.2